This record from OMol25 describes the molecule CH2O2S in a non-equilibrium geometry. The level of theory is ωB97M-V with the def2-TZVPD basis set.

Positions of all 6 atoms, in Å:
C -1.11 0.10 0.36
O 1.66 1.19 -0.08
O 1.58 -1.27 0.20
S 0.93 -0.06 -0.22
H -1.34 -0.89 -0.07
H -1.72 0.92 -0.19

- Kohn-Sham gap (alpha / beta) (eV) = 8.1 / 7.8
- SMILES = C=S(=O)=O
- energy (a.u.) = -587.8130
- highest occupied orbital energy (alpha / beta) (eV) = -10.401 / -9.918
- 2S+1 = 1
- net charge = 0

natural (NBO) population analysis, charges in e, atoms 1 to 4: atom 1 (C): -0.48, atom 2 (O): -0.83, atom 3 (O): -0.83, atom 4 (S): 1.81


This record from OMol25 describes C9H6N7NiO4S as an isolated structure. The level of theory is ωB97M-V with the def2-TZVPD basis set.

Positions of all 28 atoms, in Å:
Ni -0.38 -0.35 -0.28
O 0.34 3.35 -1.86
C -0.03 2.30 -1.36
O 0.54 1.15 -1.39
C -1.37 2.29 -0.63
C -2.22 3.37 -0.43
C -3.42 3.14 0.23
C -3.76 1.86 0.66
C -2.86 0.84 0.42
N -1.72 1.10 -0.19
C -3.04 -0.64 0.77
O -4.09 -0.98 1.30
O -2.05 -1.38 0.43
H -1.92 4.34 -0.80
H -4.10 3.96 0.41
H -4.69 1.63 1.16
S 2.95 -0.99 2.66
C 1.57 -0.46 1.96
N 0.60 -0.09 1.43
N 3.22 -4.08 -1.61
N 2.11 -3.46 -1.05
N 1.41 -4.03 -0.09
C 0.46 -3.12 0.10
N 0.62 -2.08 -0.73
N 1.69 -2.31 -1.46
H 3.69 -4.55 -0.85
H 3.80 -3.33 -1.98
H -0.33 -3.18 0.82

- Kohn-Sham gap (alpha / beta) (eV) = 7.9 / 7.8
- energy (a.u.) = -2937.4711
- highest occupied orbital energy (alpha / beta) (eV) = -5.212 / -5.169
- 2S+1 = 3
- net charge = -1

natural (NBO) population analysis, charges in e, atoms 1 to 4: atom 1 (Ni): 1.49, atom 2 (O): -0.67, atom 3 (C): 0.75, atom 4 (O): -0.81